100
Properties=species:S:1:pos:R:3:forces:R:3:mulliken_charge:R:1 method="wB97M-V/def2-TZVPD" e_lumo_ev="-5.48 / -5.89" total_charge=+2 e_tot_ev=-79469.31649 orbital_gap_ev="6.69 / 6.74" fmax_ev_per_a=0.11 spin_multiplicity=3 e_above_lowest_kcal_mol=0.1 s2=2.015
W -0.02920 0.24504 0.06090 -0.0840 -0.0471 -0.0333 1.35
C 0.00136 3.93964 2.61541 0.0081 -0.0010 0.0013 -1.30
C -0.70020 4.84814 1.83824 0.0046 0.0005 0.0013 -1.31
C -1.16714 4.45443 0.59668 0.0017 0.0058 -0.0111 -0.83
C -0.94820 3.15580 0.14299 -0.0149 -0.0038 0.0192 0.97
C -0.27454 2.19363 0.92148 0.0287 0.0040 -0.0231 0.47
C 0.20918 2.64503 2.15785 -0.0399 -0.0091 0.0220 0.60
C -1.35251 2.73414 -1.20270 0.0152 -0.0011 -0.0038 0.68
C -2.11844 3.55115 -2.06669 -0.0183 -0.0036 -0.0061 -0.87
C -2.39501 3.12618 -3.32656 0.0041 0.0154 0.0083 -1.87
C -1.86786 1.89670 -3.78531 -0.0116 -0.0076 -0.0038 0.84
C -2.07009 1.44251 -5.10769 0.0019 -0.0052 -0.0023 -0.89
C -1.50630 0.27327 -5.53389 0.0136 0.0018 -0.0091 -1.30
C -0.69243 -0.46463 -4.65358 -0.0216 -0.0117 -0.0006 -0.62
C -0.49264 -0.04879 -3.36387 -0.0791 -0.0699 0.0237 -0.47
C -1.10843 1.12247 -2.88492 -0.0034 0.0168 0.0083 0.62
N -0.91866 1.53466 -1.57789 0.0299 0.0186 -0.0309 0.74
H 0.38974 4.23801 3.58087 -0.0027 -0.0006 0.0017 0.51
H -0.86976 5.85682 2.18887 -0.0035 -0.0010 0.0017 0.46
H -1.68898 5.17797 -0.01383 -0.0024 -0.0006 -0.0008 0.46
H 0.76930 1.97991 2.80432 -0.0585 0.0054 0.0219 0.58
H -2.49470 4.49827 -1.71409 -0.0023 0.0009 0.0034 0.67
H -2.99964 3.72780 -3.99429 -0.0040 -0.0020 0.0016 0.47
H -2.67440 2.04338 -5.77558 -0.0010 -0.0019 -0.0001 0.51
H -1.66344 -0.07497 -6.54528 -0.0018 -0.0018 0.0016 0.46
H -0.21374 -1.37260 -4.99800 -0.0008 0.0020 -0.0025 0.53
H 0.17318 -0.60295 -2.72344 0.0063 -0.0544 0.0597 0.50
C -4.18647 -1.70960 0.71152 -0.0006 0.0057 0.0009 -1.39
Si -3.35521 -0.32607 -0.23898 -0.0060 -0.0011 0.0259 0.50
C -3.49800 1.19678 0.83810 -0.0118 0.0082 -0.0255 -1.13
C -4.25933 0.13201 -1.81339 -0.0053 0.0033 -0.0112 -1.23
N -1.66414 -0.81516 -0.57800 0.0291 0.0603 0.0092 1.18
C -1.47440 -2.02687 -1.26128 0.0171 0.0341 -0.0778 1.06
C -2.48430 -2.74567 -1.91709 -0.0025 0.0033 -0.0021 -1.04
C -2.20666 -3.89914 -2.63156 0.0022 -0.0072 0.0007 -1.35
C -0.91063 -4.38155 -2.73310 -0.0018 0.0036 -0.0015 -1.19
C 0.11310 -3.70743 -2.08545 0.0022 -0.0060 -0.0001 -0.55
C -0.19650 -2.57944 -1.35313 -0.0001 0.0325 -0.0365 0.24
O 0.79534 -1.81072 -0.69577 -0.0149 0.0061 0.0246 1.29
C 2.02776 -2.44354 -0.42482 0.0011 -0.0042 -0.0154 -0.22
C 3.18188 -1.85660 -0.89994 -0.0047 0.0030 0.0022 -0.50
C 4.40473 -2.42832 -0.56449 -0.0001 0.0017 0.0012 -0.85
C 4.45345 -3.57396 0.21589 0.0043 0.0050 -0.0069 -0.80
C 3.27530 -4.16267 0.66058 -0.0045 0.0004 -0.0010 -1.05
C 2.05038 -3.59646 0.34315 0.0207 -0.0207 -0.0076 -0.03
H -5.27152 -1.61753 0.61998 0.0005 -0.0005 0.0001 0.52
H -3.94954 -1.61793 1.77490 0.0017 0.0038 0.0015 0.30
H -3.91241 -2.71456 0.39217 -0.0001 -0.0022 -0.0022 0.36
H -4.53241 1.18046 1.19777 -0.0017 -0.0022 -0.0040 0.69
H -3.37831 2.12537 0.28202 -0.0095 -0.0072 0.0185 0.26
H -2.85896 1.23915 1.71650 0.0126 -0.0133 0.0154 0.18
H -5.33305 0.14322 -1.60634 -0.0033 -0.0041 -0.0174 0.57
H -4.09189 -0.51892 -2.67070 0.0145 0.0031 0.0062 0.35
H -3.98574 1.14704 -2.10990 -0.0004 0.0003 0.0090 0.22
H -3.50420 -2.39505 -1.88711 0.0026 -0.0098 0.0024 0.45
H -3.01745 -4.41981 -3.12311 -0.0004 0.0004 0.0005 0.48
H -0.69308 -5.27231 -3.30491 -0.0008 -0.0010 0.0013 0.48
H 1.13296 -4.06071 -2.14846 -0.0039 -0.0016 -0.0014 0.59
H 3.11304 -0.96790 -1.51070 0.0023 -0.0028 0.0019 0.39
H 5.32159 -1.98411 -0.92978 -0.0003 0.0001 0.0006 0.49
H 5.40631 -4.01926 0.46752 -0.0002 0.0001 0.0010 0.46
H 3.30954 -5.05946 1.26410 -0.0001 0.0027 0.0016 0.49
H 1.12578 -4.05159 0.67681 -0.0023 0.0012 0.0039 0.50
O 1.63803 0.89162 -1.09350 0.0369 0.0156 0.0321 -0.96
S 1.92093 2.31072 -1.68102 0.0214 0.0133 0.0106 0.64
C 2.13807 2.07203 -3.46208 0.0046 0.0007 -0.0008 -0.23
C 3.59086 1.67954 -3.68581 -0.0001 0.0045 0.0017 -0.54
C 4.39210 2.58890 -2.76178 0.0017 -0.0014 0.0007 -0.80
C 3.71425 2.50141 -1.39574 -0.0039 0.0055 0.0027 -0.30
H 1.90822 3.04646 -3.90101 0.0009 0.0019 0.0000 0.62
H 1.38967 1.35349 -3.79081 0.0297 0.0278 -0.0032 -0.22
H 3.86606 1.80394 -4.73201 -0.0002 -0.0009 -0.0002 0.53
H 3.74258 0.62953 -3.42483 0.0017 -0.0012 0.0001 0.16
H 4.37150 3.61534 -3.13144 -0.0008 -0.0001 -0.0009 0.35
H 5.43670 2.29186 -2.67996 0.0013 -0.0009 0.0001 0.41
H 3.87566 3.36504 -0.75295 -0.0012 -0.0028 -0.0012 0.57
H 3.99196 1.58959 -0.86499 -0.0036 -0.0021 0.0121 -0.02
C -1.73815 -2.16035 4.22756 -0.0044 -0.0017 -0.0001 -0.99
C -1.58420 -0.78539 4.25903 -0.0008 0.0077 0.0015 -1.23
C -1.15435 -0.12791 3.12048 0.0099 -0.0057 -0.0022 -0.13
N -0.88590 -0.75744 1.96804 0.0295 -0.0327 0.0100 0.78
C -1.07911 -2.09047 1.93805 0.0129 -0.0032 -0.0034 0.04
C -1.48167 -2.82160 3.03551 -0.0013 0.0102 0.0023 -0.94
H -2.06321 -2.70358 5.10464 0.0008 0.0011 0.0005 0.51
H -1.79434 -0.21367 5.15176 -0.0006 0.0001 -0.0010 0.58
H -1.03802 0.94266 3.12293 0.0242 0.0409 -0.0019 0.26
H -0.90862 -2.58513 0.99346 0.0080 -0.0101 0.0240 0.14
H -1.60537 -3.89159 2.94455 0.0010 0.0006 -0.0004 0.58
N 3.45287 -3.57562 4.13313 -0.0076 0.0057 0.0087 -0.52
C 3.34886 -2.55668 3.61502 0.0161 -0.0093 -0.0082 -0.48
C 3.18316 -1.30340 2.93376 -0.0184 -0.0072 0.0097 0.19
C 4.13723 -0.29692 2.98074 -0.0064 0.0013 0.0006 -0.66
C 3.87025 0.87464 2.29258 0.0097 0.0025 0.0064 -1.53
C 2.69701 0.98441 1.57564 0.0350 -0.0173 -0.0347 -0.80
N 1.77555 0.00720 1.50593 0.0116 0.0040 0.0128 0.89
C 2.02230 -1.10711 2.19889 -0.0015 0.0075 -0.0075 -0.19
H 5.04793 -0.42552 3.54999 0.0003 -0.0013 -0.0010 0.59
H 4.56034 1.70599 2.31778 0.0001 -0.0007 -0.0030 0.54
H 2.45540 1.90254 1.06594 0.0167 0.0053 -0.0389 0.91
H 1.28305 -1.88881 2.17541 -0.0232 -0.0018 0.0054 0.58